# C38H64O20

A cluster of 10 separate species, C38H64O20 in total at a distorted geometry (the ωB97M-V functional and the def2-TZVPD basis, OMol25).

Computed properties:
Energy   -2991.14604 Ha
SMILES   COC(=O)OC.COC(=O)OC.O=C1CCCO1.O=C1CCCO1.O=C1CCCO1.O=C1CCCO1.O=C1CCCO1.O=C1CCCO1.C1CCOC1.C1CCOC1
HOMO level   -9.52 eV
Energy relative to the best compared isomer or geometry (same formula, charge and spin)   0.0 kcal per mole

Structure (ORCA input):
```
! wB97M-V def2-TZVPD RIJCOSX def2/J DEFGRID3
* xyz 0 1
C 3.83670 -1.00194 4.73634
O 2.64764 -0.92105 5.53741
C 1.46552 -0.76414 4.93111
O 1.20357 -0.61807 3.76125
O 0.55717 -0.93220 5.89382
C -0.78786 -0.65534 5.49977
H 3.66530 -0.60448 3.73616
H 4.09644 -2.05395 4.66847
H 4.57495 -0.32220 5.14945
H -1.44300 -0.87109 6.33201
H -1.07449 -1.33880 4.70295
H -0.81543 0.34261 5.06966
C 1.42908 -5.09838 -5.17044
O 1.23295 -3.68421 -5.08532
C 0.55885 -3.24005 -4.00960
O 0.48115 -3.85477 -2.97043
O 0.05689 -2.04600 -4.28415
C -0.70058 -1.32080 -3.32671
H 0.49457 -5.64826 -5.08752
H 2.02101 -5.36053 -4.28820
H 2.00766 -5.32023 -6.05641
H -0.96804 -0.38555 -3.82123
H -0.06932 -1.10104 -2.46780
H -1.66351 -1.74763 -3.08474
O 2.55960 2.23176 -1.34634
C 2.57117 1.99311 -2.50182
C 2.01590 2.81242 -3.64017
C 2.71842 2.21779 -4.83994
C 3.04794 0.78766 -4.37704
O 3.18258 0.87888 -2.95661
H 0.93467 2.66759 -3.70687
H 2.25856 3.85225 -3.43992
H 2.22368 2.10401 -5.80771
H 3.61696 2.77449 -5.11914
H 2.22435 0.11702 -4.63751
H 3.95106 0.44835 -4.87948
O -2.75470 -4.07125 4.79785
C -2.85552 -3.98099 3.62220
C -2.14845 -3.01224 2.67952
C -2.44709 -3.61847 1.31839
C -3.68715 -4.47722 1.51935
O -3.72289 -4.73422 2.92945
H -2.59817 -2.02811 2.80982
H -1.10253 -2.94005 2.96457
H -2.51322 -2.91968 0.49099
H -1.62569 -4.32052 1.14529
H -4.65450 -4.01797 1.30439
H -3.69917 -5.37723 0.90129
O -3.96837 2.21489 -3.24683
C -3.96539 1.08626 -2.87102
C -4.78019 -0.06406 -3.39951
C -4.26259 -1.29960 -2.67207
C -3.39208 -0.71510 -1.52840
O -3.17518 0.66575 -1.87517
H -5.86020 0.05409 -3.32430
H -4.63544 -0.02505 -4.48392
H -5.09157 -1.77413 -2.14544
H -3.77780 -2.07132 -3.26359
H -3.89739 -0.79609 -0.56738
H -2.40587 -1.13896 -1.36927
O 2.88875 2.40525 3.13808
C 3.84655 2.66635 2.47841
C 3.89486 3.43710 1.17629
C 5.37342 3.70684 0.98291
C 6.08540 2.69949 1.94097
O 5.07771 2.27305 2.82503
H 3.48653 2.75965 0.41868
H 3.22545 4.28982 1.10634
H 5.79832 3.54911 -0.00886
H 5.64536 4.73075 1.25121
H 6.30155 1.84471 1.29267
H 7.00987 3.13996 2.30044
O -2.70360 -0.21554 1.45981
C -1.53955 -0.00989 1.30154
C -0.70944 1.19129 1.64938
C 0.46516 1.01861 0.69930
C 0.59156 -0.47869 0.52584
O -0.80302 -0.86476 0.54750
H -1.27658 2.11721 1.59151
H -0.32383 1.14344 2.67323
H 0.35129 1.63588 -0.18975
H 1.34428 1.44463 1.19242
H 1.04925 -0.73116 -0.42869
H 1.18335 -0.91339 1.33002
O -6.89318 -2.42225 -0.48835
C -6.77246 -1.74892 0.48636
C -7.35628 -0.37889 0.72695
C -6.39562 0.19282 1.78775
C -5.84976 -1.05255 2.49001
O -5.94347 -2.08992 1.47895
H -7.32123 0.29415 -0.12607
H -8.39102 -0.43666 1.06232
H -5.45345 0.64301 1.45467
H -6.82896 0.97128 2.41429
H -4.79836 -0.93273 2.74140
H -6.44312 -1.44465 3.32274
C 4.77293 -1.52591 -0.21186
C 5.92118 -2.30948 0.44543
C 6.01240 -1.75347 1.88741
O 5.39799 -0.49944 1.74365
C 4.44814 -0.33037 0.73346
H 3.84904 -2.11773 -0.17259
H 4.89808 -1.24105 -1.24773
H 6.84154 -2.14544 -0.12388
H 5.89690 -3.40178 0.47615
H 7.00219 -1.53588 2.28393
H 5.41079 -2.31370 2.61392
H 4.53957 0.60029 0.17934
H 3.49486 -0.41784 1.25638
C -2.38517 4.56470 -1.68022
C -1.37241 3.48837 -1.29016
C -0.15021 4.20654 -0.73811
O -0.62187 5.54958 -0.50633
C -1.54095 5.83108 -1.55445
H -3.25118 4.68928 -1.02646
H -2.83942 4.54296 -2.67092
H -1.18697 2.89177 -2.18685
H -1.89736 2.87835 -0.55317
H 0.65286 4.32694 -1.47907
H 0.28061 3.77245 0.15912
H -1.01656 6.08508 -2.49043
H -2.06359 6.75433 -1.30141
*
```

Löwdin population analysis, charges in e, atoms 1 to 99:
1. C -0.02
2. O 0.01
3. C -0.58
4. O 0.11
5. O 0.01
6. C -0.02
7. H 0.07
8. H 0.09
9. H 0.10
10. H 0.10
11. H 0.07
12. H 0.10
13. C -0.04
14. O -0.02
15. C -0.60
16. O 0.13
17. O 0.01
18. C -0.02
19. H 0.10
20. H 0.09
21. H 0.09
22. H 0.10
23. H 0.09
24. H 0.07
25. O 0.12
26. C -0.48
27. C -0.07
28. C -0.15
29. C -0.14
30. O 0.03
31. H 0.13
32. H 0.13
33. H 0.12
34. H 0.12
35. H 0.12
36. H 0.13
37. O 0.13
38. C -0.50
39. C -0.08
40. C -0.13
41. C -0.14
42. O 0.03
43. H 0.09
44. H 0.12
45. H 0.10
46. H 0.12
47. H 0.10
48. H 0.12
49. O 0.12
50. C -0.50
51. C -0.06
52. C -0.12
53. C -0.14
54. O 0.02
55. H 0.13
56. H 0.13
57. H 0.09
58. H 0.11
59. H 0.11
60. H 0.09
61. O 0.12
62. C -0.50
63. C -0.08
64. C -0.14
65. C -0.15
66. O 0.03
67. H 0.08
68. H 0.13
69. H 0.11
70. H 0.11
71. H 0.11
72. H 0.12
73. O 0.10
74. C -0.47
75. C -0.05
76. C -0.15
77. C -0.12
78. O 0.01
79. H 0.12
80. H 0.12
81. H 0.08
82. H 0.10
83. H 0.11
84. H 0.10
85. O 0.12
86. C -0.51
87. C -0.05
88. C -0.14
89. C -0.13
90. O 0.00
91. H 0.12
92. H 0.13
93. H 0.11
94. H 0.12
95. H 0.10
96. H 0.13
97. C -0.13
98. C -0.14
99. C -0.17

***

# C38H67F2IN2O13S5

A cluster of 11 separate species, C38H67F2IN2O13S5 in total at a distorted geometry (the ωB97M-V functional and the def2-TZVPD basis, OMol25).

Computed properties:
Energy   -5063.33759 Ha
HOMO level   -7.54 eV
Energy relative to the best compared isomer or geometry (same formula, charge and spin)   144.4 kcal per mole

Structure (ORCA input):
```
! wB97M-V def2-TZVPD RIJCOSX def2/J DEFGRID3
* xyz 0 1
C 16.91800 22.78300 21.30000
C 17.01900 21.84400 22.39800
O 16.66400 22.06200 23.52500
N 17.95800 20.66700 22.05300
H 17.66000 19.84700 22.47800
H 17.93300 20.39400 21.01100
C 19.44800 20.75900 22.37600
H 17.16600 23.62900 21.42600
H 15.80500 23.00300 21.10800
H 17.32700 22.49500 20.35600
H 19.57700 20.79800 23.37600
H 19.77400 21.76900 21.80800
H 19.95000 20.11300 21.99500
C 15.54500 18.65800 16.92400
C 15.68800 20.16700 16.45100
O 15.15700 20.55500 15.46500
N 16.57000 21.01900 17.37100
H 16.07400 22.00600 17.50600
H 16.86100 20.55700 18.42200
C 17.76500 21.45900 16.84100
H 16.25100 17.70700 16.55200
H 14.65400 18.25700 16.51400
H 15.36600 18.58500 17.92100
H 17.35800 22.39900 16.32800
H 18.50400 20.62200 16.43600
H 18.31600 21.82000 17.49600
I 14.81300 24.01000 17.75900
O 17.44000 20.07900 19.54100
H 17.53200 19.50000 18.84900
F 19.65100 23.67500 13.09200
C 19.24700 22.30300 13.17000
C 17.95200 21.98400 12.80300
C 17.43400 20.67700 13.05600
C 18.26600 19.70200 13.60700
C 19.56600 20.06300 14.00900
C 20.10000 21.44300 13.91700
H 17.32700 22.72100 12.31900
H 16.53700 20.58700 12.93700
H 17.67300 18.88500 13.51200
H 20.14100 19.38200 14.38000
H 21.02000 21.59400 14.32000
F 15.35900 17.43400 14.06700
C 14.23000 17.14300 13.33500
C 12.97100 17.38500 13.98100
C 11.81600 16.94200 13.44100
C 11.85100 16.29900 12.10700
C 13.02900 16.18100 11.46800
C 14.25200 16.58300 11.98600
H 12.74400 18.04800 14.86600
H 10.95600 17.18800 13.92500
H 10.82300 16.02000 11.73900
H 13.27900 15.56800 10.66500
H 15.31200 16.31600 11.43200
C 13.53500 21.29700 20.67300
C 13.79400 20.43800 21.85100
C 12.63200 20.31800 22.65300
S 11.30700 20.58100 21.58800
O 10.54400 21.81300 22.01600
O 10.52400 19.38500 21.54300
C 12.10400 21.05500 20.12200
H 14.34100 21.36900 19.84000
H 13.63800 22.37100 21.06400
H 14.55000 20.79800 22.67900
H 14.33700 19.58300 21.64400
H 12.65200 21.07200 23.40100
H 12.40300 19.26400 23.01000
H 11.64100 21.93800 19.42700
H 12.32600 20.40100 19.41800
C 11.77100 21.97100 16.03400
C 11.83000 21.02100 14.74700
C 10.63200 21.13100 14.09900
S 9.43600 21.98500 15.10500
O 8.21400 21.26700 15.19300
O 9.42600 23.39800 14.85000
C 10.33000 21.83000 16.59900
H 11.87300 23.00700 15.58700
H 12.44900 21.74100 16.90700
H 11.89000 20.01300 15.20700
H 12.67800 21.14500 14.12800
H 10.26300 20.10100 13.78400
H 10.67000 21.76300 13.00300
H 10.01500 20.93500 16.95800
H 10.05900 22.83600 17.26200
C 20.56100 18.27700 18.91100
C 21.15400 19.61700 18.79400
C 21.74600 19.81600 17.60200
S 22.26100 18.30000 17.00800
O 23.73200 18.17300 17.18800
O 21.59300 17.96600 15.76800
C 21.58900 17.28700 18.27100
H 19.53400 18.16600 18.50400
H 20.43600 17.87300 19.89400
H 21.94000 19.89100 19.64900
H 20.30900 20.22600 18.83200
H 22.53700 20.48600 17.91600
H 20.86400 20.02900 16.89900
H 22.22800 16.99400 18.92000
H 21.03900 16.36600 17.92800
C 17.13900 16.10200 21.80900
C 17.38900 14.66700 21.49900
C 17.76300 14.59100 20.10700
S 16.72200 15.64800 19.22900
O 15.59000 14.87800 18.97000
O 17.20300 16.27900 18.02300
C 16.39200 16.74600 20.53700
H 18.23100 16.47300 21.76700
H 16.59500 16.31500 22.56700
H 16.53400 13.97200 21.62200
H 18.18700 14.27900 22.13800
H 17.66800 13.60800 19.66200
H 18.77200 14.91400 19.93300
H 15.20600 16.92100 20.67600
H 16.74700 17.70400 20.47200
C 9.88700 15.49800 19.30600
C 10.56200 14.63400 18.36700
C 11.73600 15.13500 17.90200
S 11.48500 16.94400 17.83200
O 10.83200 17.17000 16.56000
O 12.58200 17.76400 18.14900
C 10.16400 17.02200 18.96200
H 10.22000 15.46000 20.45300
H 8.78300 15.21500 19.40500
H 9.77900 14.24400 17.57500
H 10.94400 13.63400 18.86300
H 12.10400 14.76900 17.07200
H 12.71500 15.17200 18.49800
H 9.49500 17.37100 18.30900
H 10.31900 17.71200 19.80400
*
```

Löwdin population analysis, charges in e, atoms 1 to 99:
1. C 0.04
2. C -0.36
3. O 0.16
4. N 0.09
5. H 0.13
6. H 0.08
7. C 0.08
8. H -0.01
9. H 0.13
10. H 0.09
11. H 0.07
12. H 0.18
13. H -0.03
14. C 0.02
15. C -0.33
16. O 0.14
17. N -0.07
18. H -0.08
19. H 0.06
20. C -0.11
21. H 0.15
22. H 0.03
23. H 0.01
24. H 0.12
25. H 0.14
26. H -0.01
27. I -0.21
28. O -0.26
29. H -0.08
30. F -0.02
31. C -0.20
32. C 0.02
33. C -0.04
34. C -0.05
35. C -0.04
36. C 0.05
37. H 0.12
38. H 0.01
39. H 0.07
40. H 0.00
41. H 0.07
42. F 0.01
43. C -0.20
44. C -0.04
45. C -0.07
46. C -0.06
47. C -0.16
48. C -0.02
49. H 0.10
50. H 0.06
51. H 0.12
52. H 0.08
53. H 0.17
54. C -0.23
55. C -0.29
56. C -0.27
57. S 0.69
58. O -0.34
59. O -0.32
60. C -0.21
61. H 0.11
62. H 0.13
63. H 0.14
64. H 0.08
65. H 0.11
66. H 0.15
67. H 0.18
68. H 0.03
69. C -0.20
70. C -0.28
71. C -0.31
72. S 0.61
73. O -0.31
74. O -0.31
75. C -0.25
76. H 0.12
77. H 0.07
78. H 0.11
79. H 0.11
80. H 0.13
81. H 0.19
82. H 0.05
83. H 0.18
84. C -0.20
85. C -0.34
86. C -0.30
87. S 0.71
88. O -0.33
89. O -0.30
90. C -0.19
91. H 0.12
92. H 0.10
93. H 0.18
94. H 0.09
95. H 0.14
96. H 0.14
97. H 0.03
98. H 0.14
99. C -0.15

***

E_LUMO for the records above, in order: 0.3 -1.2 eV
Frontier orbital gap for the records above, in order: 9.773 6.377 eV